Entry 1:
Below is a structure of composition C32H28N6O6PbS in a non-equilibrium geometry, with properties calculated with wB97M-V/def2-TZVPD.

Element x y z (Å)
1 Pb 13.61 -15.26 0.23
2 O 10.69 -16.09 6.28
3 C 11.38 -15.87 5.13
4 C 11.30 -16.70 4.00
5 C 12.11 -16.36 2.88
6 N 13.00 -15.41 2.88
7 C 13.10 -14.65 4.02
8 C 12.30 -14.81 5.12
9 C 14.19 -13.58 4.14
10 O 14.73 -13.23 5.18
11 O 14.50 -12.96 2.94
12 C 11.84 -17.33 1.70
13 O 11.11 -18.31 1.92
14 O 12.46 -17.11 0.55
15 H 10.49 -17.01 6.46
16 H 10.63 -17.53 3.92
17 H 12.38 -14.19 6.02
18 C 7.30 -13.36 0.55
19 C 8.40 -13.64 1.39
20 C 9.55 -14.19 0.89
21 C 9.59 -14.46 -0.48
22 C 8.55 -14.14 -1.33
23 C 7.35 -13.71 -0.79
24 N 10.78 -15.09 -0.98
25 N 10.69 -15.42 -2.22
26 C 11.76 -16.13 -2.72
27 C 11.43 -16.79 -3.91
28 C 12.42 -17.44 -4.58
29 C 13.76 -17.30 -4.12
30 C 13.98 -16.59 -2.95
31 N 13.00 -16.03 -2.23
32 H 6.39 -12.94 0.99
33 H 8.32 -13.31 2.43
34 H 10.41 -14.34 1.58
35 H 8.69 -14.38 -2.38
36 H 6.48 -13.66 -1.45
37 H 10.41 -16.69 -4.26
38 H 12.18 -18.07 -5.45
39 H 14.58 -17.79 -4.63
40 H 14.96 -16.45 -2.55
41 O 15.46 -14.39 -1.51
42 N 16.70 -14.58 -1.16
43 C 17.64 -13.81 -1.85
44 C 18.96 -13.90 -1.54
45 C 19.38 -14.82 -0.59
46 C 18.45 -15.60 0.04
47 C 17.08 -15.62 -0.31
48 S 15.96 -16.83 0.18
49 H 17.21 -13.15 -2.60
50 H 19.61 -13.20 -2.03
51 H 20.44 -14.90 -0.29
52 H 18.79 -16.30 0.80
53 C 14.29 -9.77 5.57
54 N 13.08 -9.76 4.81
55 C 12.41 -8.48 4.74
56 C 12.53 -11.00 4.39
57 C 12.71 -11.20 2.89
58 C 11.85 -10.51 1.99
59 C 12.10 -10.48 0.66
60 C 13.18 -11.17 0.10
61 C 13.97 -11.93 0.91
62 C 13.72 -12.01 2.29
63 H 14.09 -9.96 6.69
64 H 14.85 -8.84 5.48
65 H 14.93 -10.60 5.23
66 H 12.27 -8.04 5.73
67 H 11.43 -8.56 4.21
68 H 13.02 -7.79 4.16
69 H 11.43 -10.98 4.67
70 H 12.96 -11.80 4.98
71 H 10.96 -10.02 2.38
72 H 11.44 -9.88 0.05
73 H 13.39 -11.13 -0.96
74 H 14.84 -12.47 0.54

Values from the calculation:
* energy above the lowest of the compared OMol25 structures with the same formula, charge and spin: 0.0 kJ/mol
* E: -2607.1557 Eh
* charge: 0


Entry 2:
Below is a structure of composition C32H29AuN6O4Se, with properties calculated with wB97M-V/def2-TZVPD.

Element x y z (Å)
1 Au -0.76 -0.27 1.40
2 O 5.48 -2.37 5.00
3 N 4.37 -1.97 5.24
4 O 3.91 -1.74 6.35
5 C 3.52 -1.59 4.09
6 C 4.17 -1.17 2.98
7 C 3.42 -0.72 1.84
8 C 4.01 -0.27 0.64
9 C 3.21 0.13 -0.40
10 C 1.82 0.09 -0.24
11 N 1.26 -0.33 0.88
12 C 2.03 -0.73 1.91
13 C 1.36 -1.21 3.09
14 N -0.01 -1.23 3.05
15 C -0.68 -1.72 4.08
16 C -0.02 -2.22 5.21
17 C 1.35 -2.19 5.28
18 C 2.08 -1.66 4.19
19 H 5.25 -1.16 2.97
20 H 5.09 -0.25 0.55
21 H 3.63 0.47 -1.33
22 H 1.15 0.41 -1.03
23 H -1.75 -1.74 4.01
24 H -0.61 -2.63 6.02
25 H 1.86 -2.57 6.15
26 C 0.85 8.83 2.27
27 C 0.87 8.02 1.00
28 C 1.52 8.51 -0.12
29 C 1.56 7.77 -1.29
30 C 0.95 6.54 -1.35
31 C 0.27 6.05 -0.24
32 N -0.32 4.75 -0.27
33 C -0.99 4.18 -1.30
34 C -1.49 4.94 -2.38
35 C -2.15 4.35 -3.42
36 C -2.37 2.96 -3.46
37 C -1.94 2.20 -2.40
38 C -1.27 2.78 -1.30
39 C -0.90 1.96 -0.17
40 O -1.27 0.66 -0.27
41 O -0.32 2.32 0.85
42 C 0.22 6.77 0.95
43 C -0.50 6.27 2.17
44 H 1.41 9.75 2.14
45 H 1.28 8.28 3.11
46 H -0.17 9.10 2.55
47 H 2.01 9.47 -0.07
48 H 2.08 8.15 -2.16
49 H 1.02 5.94 -2.26
50 H -0.12 4.15 0.51
51 H -1.35 6.01 -2.36
52 H -2.52 4.97 -4.22
53 H -2.86 2.51 -4.31
54 H -2.11 1.14 -2.40
55 H -1.08 5.37 1.97
56 H -1.20 7.03 2.54
57 H 0.19 6.06 2.98
58 C -3.77 3.03 1.38
59 N -4.14 1.92 0.49
60 C -4.80 2.09 -0.70
61 C -4.93 0.87 -1.27
62 N -4.35 -0.03 -0.41
63 C -4.27 -1.47 -0.67
64 C -3.87 0.62 0.65
65 Se -3.04 -0.14 2.16
66 H -4.57 3.77 1.35
67 H -2.84 3.47 1.03
68 H -3.66 2.65 2.39
69 H -5.11 3.06 -1.05
70 H -5.39 0.57 -2.19
71 H -5.26 -1.83 -0.96
72 H -3.95 -1.97 0.23
73 H -3.56 -1.65 -1.48

Values from the calculation:
* E: -4402.9002 Eh
* charge: +2


Entry 3:
Below is a structure of composition C32H29Br2I2N4O2SeV in a non-equilibrium geometry, with properties calculated with wB97M-V/def2-TZVPD.

Element x y z (Å)
1 V -0.39 0.18 -2.15
2 I -1.03 -3.64 4.87
3 C -1.05 -2.54 3.06
4 C -1.65 -2.85 1.80
5 C -1.31 -2.13 0.68
6 I -2.20 -2.42 -1.16
7 C -0.40 -0.99 0.84
8 O 0.23 -0.50 -0.19
9 C -0.14 -0.53 2.11
10 C 0.27 0.93 2.50
11 N -0.90 1.78 2.85
12 C -1.31 1.61 4.25
13 C -2.75 1.73 4.47
14 C -3.27 1.89 5.78
15 C -4.56 1.45 6.08
16 C -5.43 1.09 5.06
17 C -4.89 1.22 3.77
18 N -3.60 1.35 3.49
19 C -0.14 -1.48 3.10
20 H -2.59 -3.43 1.77
21 H 0.87 1.02 3.40
22 H 0.79 1.29 1.61
23 H -1.73 1.68 2.29
24 H -1.00 0.68 4.72
25 H -0.68 2.34 4.81
26 H -2.62 2.20 6.64
27 H -4.94 1.48 7.10
28 H -6.41 0.80 5.39
29 H -5.55 1.19 2.94
30 H 0.27 -1.38 4.04
31 C 2.02 -4.63 -1.61
32 N 2.82 -3.48 -1.71
33 C 4.27 -3.67 -1.39
34 C 2.24 -2.13 -2.00
35 C 1.19 -2.18 -3.16
36 C 1.44 -3.14 -4.12
37 C 0.76 -3.10 -5.38
38 C -0.38 -2.33 -5.50
39 C -0.59 -1.35 -4.58
40 C 0.16 -1.25 -3.44
41 H 2.66 -5.48 -1.33
42 H 1.47 -4.85 -2.54
43 H 1.28 -4.62 -0.76
44 H 4.46 -4.77 -1.67
45 H 4.60 -3.44 -0.34
46 H 4.90 -3.08 -2.04
47 H 3.05 -1.44 -2.01
48 H 1.72 -1.91 -1.06
49 H 2.26 -3.88 -3.91
50 H 1.15 -3.72 -6.26
51 H -1.03 -2.40 -6.34
52 H -1.37 -0.64 -4.78
53 C -2.03 2.61 -0.09
54 C -0.61 2.93 -0.49
55 C -0.09 4.12 -0.04
56 C 1.13 4.60 -0.42
57 C 1.85 3.84 -1.40
58 C 3.04 4.20 -2.01
59 Br 3.46 6.13 -1.88
60 C 3.64 3.33 -2.91
61 C 3.35 1.97 -2.99
62 Br 4.51 0.85 -3.91
63 C 2.12 1.54 -2.43
64 O 1.67 0.37 -2.46
65 C 1.34 2.50 -1.68
66 N 0.12 2.09 -1.27
67 H -2.78 2.71 -0.91
68 H -2.35 3.16 0.80
69 H -2.14 1.46 0.09
70 H -0.82 4.71 0.48
71 H 1.49 5.54 -0.03
72 H 4.43 3.80 -3.42
73 Se -2.26 0.99 -3.01

Values from the calculation:
* 2S+1: 2
* E: -10695.1066 Eh
* charge: -1


Entry 4:
Below is a structure of composition C32H29BrI2N10O3STa, with properties calculated with wB97M-V/def2-TZVPD.

Element x y z (Å)
1 Ta 0.97 1.07 0.58
2 C -4.07 -1.58 -2.91
3 C -2.85 -0.74 -3.25
4 N -2.61 0.34 -2.26
5 C -3.15 1.67 -2.55
6 C -4.53 1.91 -1.94
7 C -1.96 0.08 -1.15
8 S -1.72 1.27 0.08
9 N -1.55 -1.21 -0.95
10 C -0.36 -1.46 -0.55
11 O 0.59 -0.54 -0.50
12 C 0.03 -2.84 -0.18
13 C -0.94 -3.76 0.19
14 C -0.58 -5.05 0.54
15 C 0.76 -5.42 0.52
16 C 1.73 -4.51 0.15
17 C 1.37 -3.22 -0.20
18 H -4.18 -2.37 -3.66
19 H -4.98 -0.99 -2.91
20 H -3.96 -2.05 -1.94
21 H -2.97 -0.24 -4.21
22 H -1.96 -1.36 -3.30
23 H -3.18 1.77 -3.63
24 H -2.44 2.40 -2.17
25 H -5.27 1.22 -2.34
26 H -4.86 2.92 -2.17
27 H -4.50 1.79 -0.86
28 H -1.98 -3.45 0.19
29 H -1.34 -5.76 0.84
30 H 1.04 -6.43 0.79
31 H 2.77 -4.81 0.12
32 H 2.14 -2.50 -0.47
33 O 0.15 0.25 2.08
34 C -0.05 -0.92 2.69
35 C -1.30 -1.22 3.23
36 C -1.50 -2.44 3.83
37 C -0.46 -3.37 3.92
38 C 0.78 -3.06 3.39
39 C 1.01 -1.82 2.78
40 C 2.29 -1.44 2.21
41 N 2.54 -0.44 1.37
42 C 3.89 -0.51 1.07
43 C 4.45 -1.54 1.75
44 N 3.43 -2.12 2.46
45 H -2.09 -0.48 3.14
46 H -2.47 -2.69 4.24
47 H -0.62 -4.33 4.38
48 H 1.57 -3.80 3.44
49 H 4.38 0.20 0.43
50 H 5.46 -1.90 1.80
51 H 3.51 -2.90 3.09
52 I 3.02 2.75 1.63
53 Br 0.73 1.88 4.42
54 C -0.18 3.04 3.24
55 C -0.88 4.05 3.87
56 C -1.50 5.02 3.12
57 C -1.40 4.95 1.74
58 C -0.70 3.90 1.19
59 N -0.10 2.92 1.90
60 H -0.90 4.07 4.95
61 H -2.04 5.82 3.60
62 H -1.84 5.69 1.10
63 H -0.60 3.81 0.12
64 I 4.28 -0.67 -4.74
65 C 3.67 0.36 -3.07
66 C 4.05 1.63 -2.68
67 N 3.39 1.89 -1.54
68 N 2.61 0.87 -1.16
69 C 2.77 -0.07 -2.09
70 H 4.72 2.34 -3.12
71 H 3.43 2.72 -0.95
72 H 2.22 -0.99 -2.05
73 O 0.79 2.61 -0.82
74 N 0.25 2.27 -1.99
75 C 0.58 3.05 -2.96
76 C 1.48 4.16 -2.79
77 N 2.19 5.05 -2.66
78 C 0.00 2.76 -4.24
79 N -0.46 2.51 -5.26

Values from the calculation:
* energy above the lowest of the compared OMol25 structures with the same formula, charge and spin: 0.0 kJ/mol
* E: -5634.6733 Eh
* charge: +1